Entry from the Open Molecules 2025 dataset: one molecule with the formula C31H33N3O7 at a distorted geometry (ωB97M-V/def2-TZVPD).

Calculated values
LUMO energy: -0.12 eV
SMILES: COC(=O)C1=C(C(=O)OC)[C@@H]2N(Cc3ccccc3)c3ccccc3[C@@]23C[C@@H](C(=O)OC)N(C(=O)CC(C)C)C3=N1
Frontier orbital gap: 7.923 eV
M: 559.619 g/mol
Electronic energy: -51486.797 eV
Relative energy (zero: lowest compared OMol25 entry of this formula, charge and spin): 0.000 eV
2S+1: 1

CARTESIAN COORDINATES (ANGSTROEM)
C: 1.10428 5.67584 0.57076
O: 0.73265 4.30256 0.56402
C: 1.12947 3.60481 -0.49321
O: 1.86322 4.00289 -1.35614
C: 0.61168 2.18855 -0.42381
C: -0.53670 1.83374 -1.04175
C: -1.25345 2.86978 -1.79498
O: -1.05092 4.05609 -1.67770
O: -2.14509 2.36532 -2.66214
C: -2.85457 3.32249 -3.43530
C: -1.09659 0.42676 -0.96275
N: -2.47219 0.51738 -0.45860
C: -3.55158 -0.01835 -1.26757
C: -3.39092 -1.50407 -1.47386
C: -2.88086 -2.00437 -2.66505
C: -2.64740 -3.36048 -2.81713
C: -2.91896 -4.23201 -1.77677
C: -3.43357 -3.74307 -0.58726
C: -3.66755 -2.38777 -0.43641
C: -2.43412 0.28541 0.90378
C: -3.44750 0.47832 1.83042
C: -3.16571 0.26685 3.17043
C: -1.90536 -0.12875 3.58644
C: -0.89309 -0.34198 2.65841
C: -1.16933 -0.13902 1.32652
C: -0.31369 -0.37823 0.09789
C: -0.12673 -1.87928 -0.16506
C: 1.13841 -2.21363 0.63041
C: 1.95769 -3.31615 -0.04006
O: 1.98437 -4.45251 0.33888
O: 2.52513 -2.87034 -1.16297
C: 3.34688 -3.80472 -1.85167
N: 1.87725 -0.95019 0.68023
C: 3.22739 -1.02268 1.01430
O: 3.69045 -2.11835 1.24286
C: 4.01165 0.25089 1.08251
C: 4.21419 0.71129 2.54388
C: 5.16143 -0.22565 3.28738
C: 2.87858 0.82441 3.27343
C: 1.09790 0.09546 0.29964
N: 1.49230 1.30774 0.15277
H: 0.81535 6.06519 1.54345
H: 0.57404 6.19776 -0.22760
H: 2.17976 5.77861 0.41330
H: -3.52333 3.90286 -2.79642
H: -2.15722 4.00519 -3.92453
H: -3.42359 2.76134 -4.17264
H: -1.08818 -0.04067 -1.95243
H: -4.48806 0.19870 -0.74998
H: -3.54788 0.50642 -2.22455
H: -2.67393 -1.32794 -3.48311
H: -2.25273 -3.73698 -3.74947
H: -2.73435 -5.28932 -1.89258
H: -3.65262 -4.41965 0.22556
H: -4.06326 -2.00962 0.49536
H: -4.43029 0.79766 1.51916
H: -3.94396 0.42102 3.90310
H: -1.70641 -0.27731 4.63630
H: 0.08593 -0.65716 2.98533
H: -0.98014 -2.47514 0.15325
H: 0.04456 -2.04997 -1.23016
H: 0.90625 -2.55576 1.64557
H: 3.66647 -3.31161 -2.76591
H: 2.78239 -4.71210 -2.07490
H: 4.20701 -4.06397 -1.23230
H: 4.99309 0.04979 0.64861
H: 3.50626 1.03202 0.51968
H: 4.66861 1.70670 2.49822
H: 5.25786 0.08108 4.32643
H: 6.14940 -0.21276 2.83294
H: 4.78842 -1.24650 3.26049
H: 2.45267 -0.16395 3.43723
H: 2.17503 1.42227 2.69900
H: 3.01873 1.29434 4.24439

Forces on the atoms, in the same order (eV/Å):
C 0.19 0.25 -0.14
O -0.14 -0.19 0.32
C 0.15 -0.06 -0.08
O 0.05 -0.05 0.06
C -1.03 0.05 -0.78
C 0.43 0.04 0.28
C 0.05 0.35 0.19
O -0.24 -0.03 -0.18
O 0.11 -0.40 0.03
C -0.07 0.39 -0.14
C 0.37 0.32 -0.23
N -0.05 0.25 -0.20
C -0.04 -0.19 -0.05
C -0.08 0.06 -0.09
C -0.06 0.05 0.03
C 0.07 -0.09 -0.07
C 0.04 -0.08 -0.03
C -0.02 -0.03 0.09
C -0.07 -0.03 0.00
C 0.28 -0.05 0.57
C -0.01 -0.03 -0.15
C -0.03 -0.06 0.05
C 0.08 -0.06 0.17
C -0.09 0.04 0.05
C -0.26 0.17 -0.16
C -0.19 -0.25 -0.20
C 0.00 0.03 -0.05
C 0.11 -0.48 0.08
C -0.38 -0.02 0.19
O -0.04 -0.09 -0.04
O -0.13 0.32 -0.11
C 0.12 -0.32 -0.05
N -0.22 -0.64 0.06
C 0.44 0.35 0.01
O 0.08 0.05 0.17
C 0.33 0.21 0.03
C -0.05 -0.18 0.05
C -0.08 0.20 -0.04
C 0.20 0.19 -0.09
C -0.28 1.25 -0.28
N 0.46 -0.63 0.35
H 0.00 -0.03 -0.05
H 0.03 -0.01 0.05
H -0.10 0.03 0.04
H 0.04 -0.03 -0.06
H -0.11 -0.06 0.01
H 0.02 0.00 0.05
H 0.00 -0.07 0.12
H 0.01 0.03 -0.10
H -0.10 -0.05 0.10
H 0.02 0.09 -0.08
H 0.03 -0.04 -0.08
H 0.02 -0.09 -0.01
H -0.02 -0.06 0.07
H -0.05 0.02 0.09
H -0.11 0.07 -0.03
H -0.06 0.02 0.07
H 0.01 0.00 0.11
H 0.16 -0.03 0.05
H 0.04 0.03 -0.04
H 0.02 0.01 0.01
H 0.10 -0.01 -0.19
H -0.01 -0.02 0.05
H 0.08 0.08 -0.02
H -0.03 0.01 -0.05
H -0.05 -0.08 -0.05
H 0.19 -0.11 0.04
H -0.04 -0.06 -0.06
H 0.04 0.03 0.13
H 0.13 -0.05 -0.03
H 0.00 -0.10 0.04
H -0.10 -0.16 0.07
H -0.13 0.06 0.00
H -0.03 0.00 0.12